[1]
Computed, not measured: a structure of composition C11H15N6PdS2, with wB97M-V/def2-TZVPD.

Each line ends with the Löwdin spin population.
Atoms and positions in Å:
Pd (0.06, 0.92, 1.39)  1.172
C (-3.49, -1.66, 1.82)  0.004
C (-2.15, -0.99, 1.81)  0.004
N (-1.86, 0.06, 1.15)  0.148
N (-2.80, 0.65, 0.32)  0.012
C (-2.18, 1.24, -0.66)  0.033
N (-2.92, 1.83, -1.62)  0.020
S (-0.43, 1.26, -0.90)  0.264
C (-1.00, -1.61, 2.53)  0.008
C (-1.16, -2.71, 3.37)  0.002
C (-0.03, -3.28, 3.94)  -0.001
C (1.21, -2.75, 3.66)  0.002
C (1.29, -1.65, 2.82)  0.009
N (0.21, -1.09, 2.28)  0.106
H (-4.16, -1.18, 1.12)  0.000
H (-3.92, -1.60, 2.82)  -0.001
H (-3.38, -2.71, 1.56)  0.000
H (-3.91, 1.67, -1.62)  0.001
H (-2.49, 2.17, -2.46)  0.004
H (-2.14, -3.11, 3.56)  0.001
H (-0.13, -4.13, 4.61)  0.000
H (2.12, -3.17, 4.07)  0.001
H (2.24, -1.18, 2.59)  0.001
S (1.52, 1.81, 3.21)  0.117
C (1.26, 2.98, 2.00)  0.015
N (2.13, 3.42, 1.10)  0.005
C (1.51, 4.28, 0.09)  0.000
C (0.12, 4.53, 0.68)  0.004
N (0.04, 3.54, 1.76)  0.067
H (3.03, 3.00, 1.02)  0.000
H (1.44, 3.74, -0.86)  0.000
H (2.09, 5.19, -0.05)  0.000
H (-0.67, 4.35, -0.05)  0.001
H (0.01, 5.53, 1.10)  0.002
H (-0.59, 3.65, 2.54)  0.000

Calculated values
Highest occupied orbital energy (alpha / beta) (eV): -11.4 / -11.4
Calculated total energy (eV): -45735.7646
Charge: +1
2S+1: 3
ΔE to the lowest compared entry with this formula, charge and spin (kJ/mol): 0.0
HOMO-LUMO gap (alpha / beta) (eV): 8.165 / 6.776

[2]
Computed, not measured: a cluster of 2 separate species, C11H15NO in total, with wB97M-V/def2-TZVPD.

Each line ends with the Löwdin spin population.
Atoms and positions in Å:
C (-3.20, 1.14, 0.74)  0.000
C (-1.72, 0.95, 0.93)  0.023
C (-0.92, 1.03, 2.03)  0.109
C (-0.86, 0.87, -0.25)  0.054
C (0.42, 0.96, 0.22)  0.035
C (-1.11, 0.82, -1.64)  0.239
C (1.62, 0.94, -0.61)  0.207
C (0.00, 0.77, -2.53)  0.069
C (1.27, 0.93, -1.99)  0.100
N (0.44, 1.04, 1.61)  0.007
H (-3.70, 2.12, 0.70)  0.002
H (-3.72, 0.73, 1.63)  0.001
H (-1.16, 0.93, 3.08)  0.021
H (1.22, 0.75, 2.20)  0.006
H (-2.12, 0.96, -2.03)  0.028
H (2.48, 0.91, 0.03)  0.034
H (-0.10, 0.68, -3.60)  0.000
H (2.16, 0.76, -2.59)  0.002
H (-3.52, 0.53, -0.11)  0.002
C (1.36, -3.15, 0.28)  0.008
C (0.43, -2.41, 1.22)  0.013
O (1.80, -2.18, -0.72)  0.020
H (2.28, -3.54, 0.71)  0.003
H (0.82, -3.83, -0.37)  0.001
H (0.79, -1.79, 2.04)  0.004
H (2.53, -1.60, -0.42)  0.012
H (-0.23, -3.08, 1.80)  0.001
H (-0.11, -1.64, 0.66)  0.000

Calculated values
Highest occupied orbital energy (alpha / beta) (eV): 0.6 / -3.0
Calculated total energy (eV): -15185.5974
Charge: -1
2S+1: 2
ΔE to the lowest compared entry with this formula, charge and spin (kJ/mol): 90.0
HOMO-LUMO gap (alpha / beta) (eV): 3.082 / 6.586

[3]
Computed, not measured: a cluster of 2 separate species, C11H15NO in total, with wB97M-V/def2-TZVPD.

Each line ends with the Löwdin spin population.
Atoms and positions in Å:
C (0.32, -0.81, 2.14)  0.000
C (-1.70, -0.28, 0.57)  0.148
C (-0.52, -0.07, 1.18)  0.028
C (-0.91, 1.69, -0.18)  0.027
C (-0.13, 1.28, 0.80)  0.071
C (-0.66, 2.86, -0.94)  0.180
C (0.82, 2.19, 1.38)  0.238
C (0.33, 3.65, -0.37)  0.106
C (1.15, 3.32, 0.66)  0.080
N (-1.86, 0.61, -0.54)  0.017
H (-2.26, -1.29, 0.71)  0.020
H (-2.84, 0.89, -0.78)  0.006
H (-0.07, -1.79, 2.33)  0.001
H (0.34, -0.21, 3.04)  0.005
H (-1.43, 3.19, -1.63)  0.029
H (1.36, 1.94, 2.37)  0.029
H (0.45, 4.55, -1.06)  0.003
H (1.94, 4.03, 0.94)  0.001
H (1.39, -1.03, 1.80)  0.002
C (0.74, -1.98, -1.64)  0.002
C (-0.27, -3.24, -1.37)  0.003
O (1.99, -2.48, -1.38)  0.001
H (0.67, -1.72, -2.71)  0.000
H (0.68, -1.40, -0.72)  0.000
H (-0.09, -3.69, -0.44)  0.000
H (2.04, -3.12, -0.61)  0.001
H (-0.08, -4.07, -2.04)  0.001
H (-1.40, -2.97, -1.50)  0.001

Calculated values
Highest occupied orbital energy (alpha / beta) (eV): 0.6 / -3.2
Calculated total energy (eV): -15184.3547
Charge: -1
2S+1: 2
ΔE to the lowest compared entry with this formula, charge and spin (kJ/mol): 209.9
HOMO-LUMO gap (alpha / beta) (eV): 2.699 / 6.445